(1)
Below is a structure of composition C49H53As2FeN4O2PS2, with properties calculated with wB97M-V/def2-TZVPD.

Cartesian coordinates (Å):
As  -1.94133  1.28321  -2.46699
As  -2.66373  -1.96766  -1.37817
Fe  1.04170  -0.14945  0.81232
S  5.05959  1.95090  1.60454
S  3.05735  -0.24576  2.03150
P  0.63596  2.86195  2.71481
O  0.66184  -1.72384  -1.02550
O  0.63032  1.79295  1.66519
N  3.56343  1.00916  -0.31134
N  2.54980  0.25692  -0.88080
N  -0.43050  -0.62404  2.49108
N  -2.04739  -1.17598  3.87414
C  0.13051  2.26856  4.33774
C  8.35664  -1.24458  2.60567
C  -0.80592  2.86750  -2.32608
C  1.16870  -1.58892  -5.14336
C  -4.57098  1.71046  -3.60037
C  -1.84282  -3.58280  0.95360
C  -0.86414  -1.43293  4.52747
C  -4.20062  -3.08102  -0.90323
C  6.51541  -1.13027  0.54152
C  -4.21040  -4.37084  -1.43378
C  -0.56195  3.57269  -1.15245
C  -3.66740  2.19922  -2.66087
C  -6.24770  -4.86980  -0.26336
C  0.08605  -2.89378  -0.38628
C  -1.40510  -2.83338  -0.10753
C  -5.24746  -2.68862  -0.07665
C  2.79755  -0.10617  -2.09480
C  -6.26568  -3.58047  0.24499
C  -4.02401  3.30695  -1.89593
C  -5.81196  2.31123  -3.77079
C  0.18277  -2.61880  -3.21960
C  0.12728  -1.08955  3.66140
C  7.85204  -2.42082  2.06743
C  7.00736  0.05420  1.08099
C  7.93507  -0.01802  2.11719
C  -5.26040  3.91150  -2.06575
C  -0.97100  -4.19164  1.87808
C  1.82780  -0.86600  -2.91308
C  0.59374  4.43314  -3.52455
C  -1.73180  -0.69598  2.65620
C  1.91576  -0.78446  -4.30691
C  0.32886  -2.54148  -4.59234
C  6.93313  -2.36024  1.03028
C  -0.22247  3.31247  -3.51122
C  -6.15839  3.41153  -3.00175
C  0.24119  4.70620  -1.16769
C  0.92500  -3.18434  0.81917
C  -2.18380  0.82599  -0.54785
C  4.14278  0.20717  -2.69821
C  -3.18213  -0.32192  -0.41177
C  -0.51393  4.18288  2.28059
C  0.87898  -1.75547  -2.38356
C  6.50562  1.39075  0.61158
C  0.82956  5.13319  -2.34846
C  -5.21956  -5.26372  -1.11215
C  0.40965  -3.90825  1.83842
C  -3.38763  -1.42359  4.37922
C  3.81017  0.86536  0.93780
C  2.26399  3.58240  2.93855
H  6.18758  1.38849  -0.42792
H  -0.52045  -3.33025  -2.81786
H  -1.41946  3.71726  1.89016
H  -7.07204  -3.26143  0.89348
H  -5.28297  -1.68077  0.31985
H  -5.52233  4.78252  -1.47792
H  1.25244  -1.47917  -6.21642
H  2.57860  -0.05898  -4.75473
H  -7.03875  -5.56396  -0.00920
H  0.81700  1.48241  4.65144
H  8.17473  -3.37931  2.45391
H  -3.43449  -1.18106  5.43781
H  -4.29538  0.85468  -4.20642
H  0.15111  3.08288  5.06403
H  4.18802  0.01877  -3.76427
H  -3.39867  -0.55814  0.63058
H  -0.07461  4.81343  1.50667
H  -4.12218  -0.00743  -0.87551
H  -0.23107  -3.21653  -5.22619
H  -3.33048  3.71960  -1.17261
H  5.79074  -1.09571  -0.26225
H  2.93461  2.81202  3.32219
H  -4.09692  -0.79778  3.84272
H  1.04603  -4.23275  2.65218
H  8.32596  0.89717  2.54887
H  -3.41359  -4.67662  -2.10394
H  1.19656  -1.12967  3.79668
H  2.23124  4.42649  3.62916
H  -0.76136  4.79449  3.14903
H  -0.42577  2.77745  -4.43310
H  0.39804  5.27070  -0.25617
H  -6.50456  1.92502  -4.50793
H  1.04711  4.76561  -4.45016
H  -7.12318  3.88471  -3.13363
H  4.90584  -0.41177  -2.22548
H  -2.55670  1.69762  -0.00829
H  -3.66714  -2.46831  4.24549
H  -0.87905  1.85741  4.28202
H  1.46804  6.00735  -2.35157
H  -1.37458  -4.81098  2.66886
H  2.64016  3.90937  1.96871
H  -0.98587  3.24157  -0.21193
H  1.98163  -2.94421  0.75184
H  -5.20952  -6.26436  -1.52479
H  9.08266  -1.28447  3.40846
H  6.54068  -3.27351  0.60022
H  7.25134  2.16933  0.76339
H  -1.21197  0.56918  -0.11505
H  -2.90839  -3.68924  1.11532
H  4.39581  1.24517  -2.48652
H  -0.83141  -1.83728  5.52571
H  -2.47885  -0.40025  1.93702
H  0.26041  -3.75064  -1.05413

Atoms 1-6, force components in eV/Å:
-0.01 0.16 0.02
-0.01 -0.26 0.00
-0.01 0.70 0.20
0.24 -0.12 -0.06
-0.07 -0.27 0.05
0.15 0.19 0.19

Properties
HOMO-LUMO gap (alpha / beta)	7.688 / 6.651	eV
HOMO energy (alpha / beta)	-9.70 / -10.07	eV
relative energy (zero: lowest compared OMol25 entry of this formula, charge and spin)	11.5	kcal per mole
total charge	+1
2S+1	6

=====

(2)
Below is a cluster of 6 separate species, C49H53F5N2O3S in total, with properties calculated with wB97M-V/def2-TZVPD.

Cartesian coordinates (Å):
S  -3.11466  -1.71149  -1.33857
F  -1.72890  3.92702  2.83749
F  8.98821  -2.23780  -0.84407
F  -9.78959  4.24935  -5.32734
F  5.81160  0.47193  0.52345
F  -7.07655  -0.22038  -3.56159
O  -1.85283  -4.34868  2.55288
O  0.77309  1.12876  0.30410
O  -3.49852  -5.94052  1.52448
N  -2.24716  -3.10151  -0.69624
N  -1.95394  -0.43918  -0.94203
C  -6.29625  1.40886  -5.07757
C  1.65823  -2.82103  1.25343
C  6.28548  0.62941  -3.06851
C  6.74733  2.79858  -2.09669
C  -10.89286  1.03933  -4.04961
C  9.92102  -1.77205  -0.00290
C  -10.09425  2.16016  -4.27666
C  -2.92103  4.48176  2.58120
C  11.16810  -2.38520  0.04349
C  -3.77005  -2.03652  2.13650
C  -3.00945  5.51785  1.65814
C  12.14117  -1.89647  0.91487
C  -4.08423  2.33106  -4.77177
C  11.85365  -0.80721  1.73874
C  7.08994  -3.68720  2.90569
C  -0.75277  -1.02611  -0.22544
C  1.84964  -1.18058  1.10793
C  9.62664  -0.68314  0.81029
C  -0.05684  -5.15752  0.81426
C  -3.14841  -4.72838  1.96871
C  -4.91371  0.66143  -3.23610
C  -4.25150  6.09125  1.38692
C  -11.79704  3.07961  -5.73138
C  -0.80313  1.12789  2.40694
C  -0.27256  1.85705  1.03804
C  4.04840  -1.04955  2.78378
C  -12.13977  0.93657  -4.67124
C  0.60534  -0.33027  0.38281
C  -4.05051  4.01246  3.24278
C  -6.10243  0.61057  -3.95560
C  -10.55480  3.17077  -5.11345
C  5.37546  -1.69743  2.06654
C  -5.28425  2.27793  -5.48516
C  -5.39022  5.63059  2.04953
C  -3.89733  1.52212  -3.64989
C  6.65935  1.96607  -3.21516
C  6.45459  2.29286  -0.83015
C  0.25795  -3.52244  0.67656
C  -0.93868  -2.64954  -0.08135
C  6.08788  0.95848  -0.69374
C  3.15435  -0.32690  1.61482
C  -5.29118  4.59322  2.98003
C  -4.32752  -3.55838  1.89255
C  -12.59101  1.95393  -5.51343
C  0.36712  0.88327  3.54869
C  6.00371  0.12126  -1.80067
C  5.52460  -3.26378  2.54645
C  10.59587  -0.20109  1.68995
C  -0.80554  -5.34960  2.29699
H  -4.78871  0.03220  -2.36113
H  -1.44741  0.14221  2.21105
H  7.15860  -4.85640  2.94680
H  -10.54525  0.24732  -3.39095
H  3.45856  -1.77577  3.48656
H  3.79426  -0.07728  0.63841
H  6.50947  2.92658  0.04896
H  -7.23172  1.34795  -5.62405
H  -1.57572  1.88799  2.90752
H  -6.17904  4.23876  3.49773
H  -0.69395  -5.56869  -0.07705
H  1.00062  -5.67447  0.93197
H  -12.13608  3.88383  -6.37589
H  -5.21321  -3.75658  2.66662
H  1.31342  1.55620  3.40463
H  -4.25176  -1.33286  1.30218
H  -4.33168  6.89598  0.66010
H  -4.11050  -1.61750  3.17468
H  -2.96093  1.56221  -3.09866
H  5.31205  -1.65524  0.87533
H  -2.11276  5.86965  1.15882
H  0.05851  -5.13145  3.09103
H  2.73920  0.73099  1.97631
H  5.10146  -3.93329  1.65777
H  6.21371  -0.01556  -3.94096
H  0.60647  -0.28390  3.51431
H  -12.76040  0.06013  -4.49738
H  -6.35879  6.08027  1.84162
H  -1.13173  -6.46429  2.49158
H  7.36720  -3.21975  3.96190
H  6.88343  2.36208  -4.20336
H  -0.17580  1.04543  4.59749
H  -13.56007  1.86984  -5.99939
H  -2.61158  -1.90570  2.03672
H  -1.19575  2.18758  0.35930
H  8.64706  -0.21997  0.75263
H  -3.29346  3.00581  -5.09266
H  10.37304  0.64482  2.33550
H  13.12218  -2.36399  0.95166
H  12.61080  -0.42808  2.42180
H  4.90920  -3.40284  3.54864
H  0.22382  2.88657  1.38296
H  11.37164  -3.23657  -0.59750
H  4.45027  -0.17221  3.48631
H  7.84619  -3.32463  2.06403
H  -9.11950  2.25349  -3.80911
H  2.48284  -3.46584  1.78509
H  6.35208  -1.06398  2.33138
H  -4.84790  -3.56556  0.82702
H  7.04254  3.83841  -2.21306
H  5.72029  -0.91752  -1.66749
H  -3.95557  3.20026  3.95606
H  -5.42892  2.91188  -6.35645

Atoms 1-6, force components in eV/Å:
5.93 -0.47 2.87
0.21 0.28 0.10
-0.18 -0.08 -0.13
0.13 0.18 -0.04
0.30 0.34 0.11
-0.23 -0.17 0.09

Properties
HOMO-LUMO gap	6.367	eV
HOMO energy	-7.81	eV
structure (SMILES)	CCCCCc1cc(CCOC(=O)CC)c2nsnc2c1OCCC.Fc1ccccc1.Fc1ccccc1.Fc1ccccc1.Fc1ccccc1.Fc1ccccc1

=====

no.,total energy (Ha)
1,-9141.288276
2,-3131.093213